Formula: C22H48Cl18NO3P2
Source: the OMol25 dataset
Level of theory: the ωB97M-V functional and the def2-TZVPD basis

```
94
Properties=species:S:1:pos:R:3
Cl -1.9309 2.9361 7.6075
C 2.5676 0.6483 5.3558
C -1.2829 -0.4663 1.3172
C -0.0509 -6.9337 -3.5636
Cl -0.1832 -1.4363 0.2944
H -4.4426 0.8441 5.8923
H 0.4993 0.9506 5.9176
C -3.2970 -3.4559 -4.0596
H -8.6910 -2.6833 -5.4088
H -7.8551 -0.3214 -5.0845
C -3.5235 1.0454 6.4391
C 0.7778 -1.9517 -5.7490
H -3.1823 2.9932 5.6110
H 2.3281 3.1918 -2.4090
H 2.3502 -0.7559 -1.5906
H 5.9547 -0.5664 -0.9657
H 3.7380 2.5687 -2.9048
C -7.8648 -2.4507 -4.7399
Cl -1.7987 -3.7302 -5.0021
H 1.2948 1.3614 -3.1282
H -0.0224 -2.4637 -6.2803
P 5.1264 3.0361 -0.6584
H -0.6330 -6.6172 -4.4281
H 2.5320 0.9874 0.6094
C -3.4243 -2.0267 -3.6090
Cl -2.2154 -1.6422 -2.3488
Cl 0.0491 -0.4799 -5.0423
H 0.6007 -3.0820 -3.9156
Cl -6.3620 -2.7295 -5.6687
C 3.4153 2.3046 -0.8296
H 6.6804 1.0858 -2.8783
H -3.9000 6.3689 2.2316
H -5.3392 5.7366 4.8550
H 2.8000 3.0307 -0.2925
H -0.6880 -0.1110 2.1516
H 5.1038 3.1296 0.7476
C 1.2664 1.4052 5.2956
H 0.8959 -7.3533 -3.8932
H -2.6087 1.2019 1.2144
Cl 2.7859 -2.1801 -3.9026
H -4.4116 -1.8721 -3.1790
H 6.0732 1.1509 2.5057
C 2.2480 1.0945 -2.6803
C 2.1033 0.2850 -1.3952
C 1.3291 -2.8748 -4.6953
Cl 5.6285 3.2176 3.5066
Cl 0.1164 -8.6324 -1.4289
H -3.2858 -1.3342 -4.4357
H -1.1430 -8.7566 -3.4056
H 7.4754 0.0840 4.1647
H -2.0740 -1.1296 1.6603
H 1.4183 2.4359 5.6094
H -1.7248 -7.4774 -2.3207
H 1.6491 -3.8092 -5.1513
Cl -6.7877 -0.6160 -3.0097
C -3.3360 2.5351 6.5836
H 3.2863 1.0393 4.6398
H -3.5538 0.5425 7.4019
C -4.1514 6.5787 3.2680
Cl -2.6430 6.5025 4.2141
H 2.9811 0.7242 6.3599
H -2.3609 0.3958 -0.3571
H -4.1309 -3.7072 -4.7086
H -4.5358 7.5938 3.3492
H -7.8675 -3.1496 -3.9078
C 3.0453 0.8983 -0.3494
H -8.9715 -0.8800 -3.8220
O 6.2596 0.0342 -0.2769
Cl -4.6857 3.9134 3.5221
Cl 2.3499 -1.0859 4.9985
Cl -0.6404 1.9242 0.1577
P 6.7221 1.5109 -0.6704
C 6.9717 1.0096 4.4385
C 6.6494 1.7789 3.1842
H -3.2717 -4.1366 -3.2120
O 7.6902 2.0840 0.2536
C -1.8885 0.6968 0.5738
H 3.9304 0.2911 -0.1771
H 1.0832 0.3275 -1.0341
Cl 0.3162 -5.4611 -2.6223
Cl 8.0657 1.9137 5.5130
C -0.8411 -7.9349 -2.7585
Cl 0.6149 1.4647 3.6288
C -7.9896 -1.0256 -4.2680
H 7.5418 2.1223 2.6722
O 7.2567 1.3920 -2.1712
H 6.0744 0.7763 5.0067
N 2.9458 2.3908 -2.2886
H -4.2151 2.9715 7.0547
H -6.1280 5.7513 3.2633
Cl -2.1812 0.3271 5.5035
C -5.1847 5.6103 3.7866
H 1.5399 -1.6362 -6.4564
H 2.8740 0.6038 -3.4226
```

HOMO-LUMO gap, eV: 9.1
M, g/mol: 1074.73
Total charge: +1
E_HOMO, eV: -12.19
ΔE to the lowest compared entry with this formula, charge and spin, eV: 0.000